Entry 1:
Here is a cluster of 9 separate species, C25H71O36P7S2 in total in a non-equilibrium geometry from the Open Molecules 2025 dataset. Energies are from ωB97M-V/def2-TZVPD.

Properties
SMILES	COP(=O)(OC)OC.COP(=O)(OC)OC.COP(=O)(OC)OC.COP(=O)(OC)OC.COP(=O)(OC)OC.COP(=O)(OC)OC.COP(=O)(OC)OC.O=S1(=O)OCCO1.O=S1(=O)OCCO1
highest occupied orbital energy	-10.33	eV
LUMO level	0.0088	Eh

Last column: Mulliken charge in e.
Geometry (Å):
C1 -0.129 -4.175 -0.261  -0.2122
O1 0.097 -4.670 1.057  -0.5656
P1 1.349 -4.219 1.868  1.3140
O2 2.060 -2.955 1.601  -0.5825
O3 0.790 -4.258 3.387  -0.3566
C2 1.457 -3.571 4.414  -0.5235
O4 2.184 -5.583 1.762  -0.3565
C3 3.573 -5.835 2.016  -0.6683
H1 -1.184 -3.932 -0.403  0.2274
H2 0.007 -4.949 -1.022  0.2790
H3 0.488 -3.315 -0.515  -0.0106
H4 1.911 -2.627 4.100  0.2542
H5 2.287 -4.074 4.918  0.3341
H6 0.758 -3.273 5.195  0.1610
H7 4.008 -6.044 1.041  0.2311
H8 3.629 -6.672 2.705  0.2721
H9 4.057 -4.947 2.423  0.2937
C4 -3.735 4.668 -1.087  -0.5641
O5 -3.489 4.943 0.284  -0.2384
P2 -2.233 5.731 0.911  0.7286
O6 -1.824 6.950 0.218  -0.7599
O7 -1.148 4.581 1.160  0.2988
C5 0.157 4.807 1.748  -0.6908
O8 -2.744 6.101 2.354  -0.3937
C6 -3.140 5.147 3.338  -0.4051
H10 -2.930 5.120 -1.668  0.2750
H11 -4.709 5.074 -1.361  0.3006
H12 -3.806 3.588 -1.227  0.1419
H13 0.889 4.137 1.305  0.1045
H14 -0.027 4.559 2.791  0.2883
H15 0.514 5.823 1.601  0.3635
H16 -2.412 5.177 4.147  0.2827
H17 -3.126 4.124 2.953  -0.0074
H18 -4.164 5.347 3.644  0.3035
C7 7.234 4.570 3.752  -0.7610
O9 6.254 4.248 4.747  -0.3407
P3 4.856 3.738 4.176  0.9994
O10 4.116 4.737 3.394  -0.6627
O11 4.092 3.201 5.467  -0.1614
C8 4.723 2.729 6.645  -0.6048
O12 5.167 2.402 3.331  -0.4092
C9 4.120 1.447 3.297  -0.6652
H19 6.828 4.672 2.745  0.3320
H20 8.108 3.926 3.769  0.2694
H21 7.592 5.587 3.930  0.2820
H22 3.934 2.253 7.232  0.1354
H23 5.094 3.579 7.216  0.3018
H24 5.422 1.920 6.421  0.3415
H25 3.140 1.865 3.055  0.3066
H26 4.229 0.760 4.132  0.2168
H27 4.198 0.817 2.401  0.4156
C10 -3.403 4.895 -4.915  -0.7722
O13 -2.698 3.764 -5.387  -0.1189
P4 -1.277 4.016 -6.118  0.7631
O14 -1.301 4.992 -7.215  -0.7330
O15 -0.297 4.467 -4.901  -0.4408
C11 -0.174 3.636 -3.756  -0.1798
O16 -0.818 2.517 -6.434  0.0085
C12 -1.379 1.970 -7.601  -0.8520
H28 -4.127 4.524 -4.186  0.2042
H29 -3.990 5.549 -5.565  0.3143
H30 -2.714 5.570 -4.397  0.3419
H31 0.845 3.782 -3.383  0.3238
H32 -0.153 2.566 -3.976  0.1117
H33 -0.855 3.907 -2.950  0.1060
H34 -0.946 1.032 -7.967  0.2088
H35 -1.095 2.428 -8.564  0.3844
H36 -2.463 1.893 -7.662  0.3878
C13 1.142 -2.299 -5.010  -0.7294
O17 0.086 -3.234 -4.811  0.3776
P5 0.438 -4.700 -4.330  0.7791
O18 -0.744 -5.446 -3.891  -0.7996
O19 1.284 -5.299 -5.558  -0.3715
C14 0.856 -6.468 -6.276  -0.6646
O20 1.546 -4.561 -3.175  -0.2432
C15 2.338 -5.708 -2.913  -0.6366
H37 0.947 -1.336 -4.537  0.0751
H38 1.179 -2.154 -6.090  0.3718
H39 2.152 -2.518 -4.662  0.3546
H40 1.001 -7.316 -5.606  0.2730
H41 1.471 -6.477 -7.172  0.2609
H42 -0.196 -6.406 -6.558  0.2903
H43 2.358 -5.896 -1.838  0.1212
H44 3.399 -5.588 -3.150  0.2681
H45 1.980 -6.592 -3.439  0.3281
C16 -0.866 0.538 4.690  -0.6174
O21 0.487 0.309 5.085  0.2373
P6 0.696 -0.200 6.596  0.5796
O22 0.557 0.716 7.722  -0.7681
O23 -0.394 -1.372 6.701  -0.2148
C17 -0.474 -2.164 7.846  -0.8435
O24 2.068 -1.068 6.448  -0.0916
C18 3.124 -0.760 7.357  -0.9817
H46 -0.952 1.601 4.433  0.2863
H47 -1.671 0.293 5.376  0.3951
H48 -0.992 0.091 3.701  0.0662
H49 -0.850 -1.621 8.724  0.3590
H50 0.486 -2.462 8.294  0.2688
H51 -1.061 -3.070 7.734  0.2994
H52 3.367 -1.600 8.018  0.3068
H53 2.970 0.064 8.050  0.4219
H54 4.054 -0.680 6.792  0.2619
C19 -1.671 -1.362 -6.596  -0.8370
O25 -2.134 -0.774 -5.399  0.4028
P7 -3.674 -1.063 -4.953  0.4172
O26 -4.661 -1.220 -6.024  -0.7873
O27 -3.511 -2.345 -3.997  0.0869
C20 -3.704 -3.673 -4.516  -0.5863
O28 -3.896 0.043 -3.858  -0.3443
C21 -2.845 0.602 -3.080  0.3137
H55 -1.592 -2.451 -6.630  0.2919
H56 -0.659 -0.976 -6.734  0.0366
H57 -2.296 -0.992 -7.413  0.4093
H58 -4.658 -3.832 -5.019  0.2745
H59 -3.523 -4.306 -3.653  0.2095
H60 -2.954 -3.835 -5.294  0.1241
H61 -3.313 0.881 -2.135  0.0639
H62 -2.320 1.472 -3.469  -0.1577
H63 -2.097 -0.140 -2.796  0.0259
C22 0.125 0.000 1.021  0.8516
C23 1.359 0.773 0.717  0.2441
O29 1.998 0.050 -0.347  -0.3701
S1 0.873 -0.487 -1.382  0.6499
O30 1.194 -1.834 -1.716  -0.5390
O31 0.610 0.546 -2.340  -0.4171
O32 -0.313 -0.471 -0.238  0.2164
H64 -0.594 0.594 1.580  -0.4612
H65 0.339 -0.905 1.599  -0.0833
H66 1.987 0.872 1.595  -0.7116
H67 1.170 1.736 0.236  0.3788
C24 -4.656 -1.368 0.418  -0.6601
C25 -3.307 -1.804 0.985  0.2985
O33 -2.801 -0.646 1.672  -0.2127
S2 -3.646 0.693 1.311  1.0654
O34 -2.783 1.705 0.758  -0.1841
O35 -4.536 0.950 2.415  -0.6837
O36 -4.469 0.011 0.096  -0.3218
H68 -5.428 -1.341 1.197  0.3385
H69 -5.028 -1.806 -0.506  0.3083
H70 -2.563 -1.971 0.206  -0.2206
H71 -3.488 -2.678 1.607  0.3780


Entry 2:
Here is a cluster of 5 separate species, C21H32O13S3 in total in a non-equilibrium geometry from the Open Molecules 2025 dataset. Energies are from ωB97M-V/def2-TZVPD.

Properties
SMILES	O=C1C=CC(=O)C=C1.O=C1C=CC(=O)C=C1.CCOS(C)(=O)=O.CCOS(C)(=O)=O.CCOS(C)(=O)=O
highest occupied orbital energy	-10.42	eV
LUMO level	-0.0822	Eh

Last column: natural (NBO) charge in e.
Geometry (Å):
O1 -0.439 4.914 5.605  -0.9081
S1 -1.412 5.756 6.325  2.2874
O2 -2.812 5.761 5.995  -0.9018
O3 -1.301 5.532 7.971  -0.6725
C1 -0.219 4.975 8.399  -0.0814
C2 0.282 5.564 9.753  -0.6262
C3 -0.811 7.528 6.247  -0.8396
H1 0.642 4.939 7.732  0.1908
H2 -0.511 3.928 8.478  0.1675
H3 -0.495 5.660 10.511  0.2195
H4 0.792 6.503 9.535  0.2028
H5 1.134 4.949 10.042  0.2177
H6 -1.621 8.092 6.710  0.2512
H7 -0.888 7.926 5.236  0.2522
H8 0.186 7.404 6.672  0.2405
O4 1.418 -2.249 -3.450  -0.8824
S2 1.581 -1.443 -2.231  2.2755
O5 2.794 -0.691 -1.913  -0.9150
O6 0.389 -0.276 -2.243  -0.7352
C4 0.313 0.835 -1.336  -0.0608
C5 -1.093 1.179 -0.938  -0.6361
C6 0.989 -2.502 -0.745  -0.8022
H9 0.820 1.679 -1.803  0.1928
H10 0.884 0.576 -0.444  0.1772
H11 -1.019 1.746 -0.010  0.2234
H12 -1.772 0.343 -0.772  0.2232
H13 -1.590 1.727 -1.739  0.2142
H14 0.575 -1.744 -0.080  0.2288
H15 1.852 -2.983 -0.285  0.2463
H16 0.203 -3.184 -1.069  0.2502
O7 5.311 -9.496 -4.505  -0.9166
S3 4.787 -8.148 -4.564  2.2764
O8 4.193 -7.452 -3.425  -0.8928
O9 5.973 -7.220 -5.303  -0.6944
C7 7.046 -6.888 -4.513  -0.0825
C8 8.393 -7.508 -5.082  -0.6458
C9 3.632 -8.154 -6.056  -0.8058
H17 6.983 -7.205 -3.472  0.1910
H18 7.211 -5.812 -4.465  0.1872
H19 8.771 -6.961 -5.945  0.2077
H20 8.523 -8.577 -5.253  0.2239
H21 9.242 -7.277 -4.439  0.2120
H22 2.724 -8.639 -5.695  0.2474
H23 4.215 -8.671 -6.818  0.2476
H24 3.587 -7.096 -6.314  0.2446
C10 -1.859 7.283 -2.535  -0.2396
C11 -1.970 6.520 -3.667  -0.2158
C12 -0.815 6.061 -4.488  0.4690
O10 -0.959 5.495 -5.544  -0.4716
C13 0.502 6.428 -3.947  -0.2392
C14 0.561 7.135 -2.780  -0.2218
C15 -0.574 7.692 -1.974  0.4749
O11 -0.434 8.291 -0.932  -0.4765
H25 -2.741 7.605 -2.001  0.2284
H26 -2.959 6.190 -3.948  0.2315
H27 1.418 6.049 -4.374  0.2376
H28 1.511 7.247 -2.278  0.2231
C16 -6.434 -2.758 1.759  -0.2386
C17 -7.716 -3.118 1.500  -0.2049
C18 -8.166 -4.493 1.156  0.4518
O12 -9.312 -4.846 0.822  -0.4736
C19 -7.077 -5.451 1.309  -0.2162
C20 -5.744 -5.043 1.564  -0.2191
C21 -5.335 -3.701 1.870  0.4415
O13 -4.118 -3.484 1.989  -0.4690
H29 -6.316 -1.701 1.945  0.2349
H30 -8.480 -2.355 1.470  0.2291
H31 -7.348 -6.483 1.146  0.2304
H32 -5.096 -5.904 1.635  0.2337


Entry 3:
Here is a cluster of 2 separate species, ClHIOPS in total in a non-equilibrium geometry from the Open Molecules 2025 dataset. Energies are from ωB97M-V/def2-TZVPD.

Properties
SMILES	O=P(=S)I.Cl
highest occupied orbital energy	-10.15	eV
LUMO level	-0.0722	Eh

Last column: natural (NBO) charge in e.
Geometry (Å):
O1 1.293 -2.552 -0.017  -0.9633
P1 0.084 -1.969 0.602  1.3646
S1 -1.534 -1.257 -0.201  -0.3538
Cl1 0.017 2.996 -1.797  -0.2611
I1 0.663 -1.326 2.957  -0.0476
H1 -0.524 4.108 -1.543  0.2612


Entry 4:
Here is a cluster of 5 separate species, C12H32BrN4O4 in total in a non-equilibrium geometry from the Open Molecules 2025 dataset. Energies are from ωB97M-V/def2-TZVPD.

Properties
highest occupied orbital energy	-14.31	eV
total charge	+3
LUMO level	-0.2573	Eh

Last column: natural (NBO) charge in e.
Geometry (Å):
Br1 0.565 0.587 -0.226  -0.9931
C1 1.433 5.227 3.375  -0.7101
C2 1.874 4.090 4.278  0.6831
O1 1.952 4.307 5.465  -0.4409
N1 1.923 2.633 3.898  -0.5834
H1 1.495 2.109 4.648  0.4527
H2 1.404 2.411 3.061  0.4535
C3 3.408 2.122 3.681  -0.4103
H3 0.447 5.421 3.796  0.2832
H4 1.526 4.846 2.358  0.2287
H5 2.023 6.131 3.525  0.2941
H6 4.133 2.688 4.265  0.2571
H7 3.643 2.185 2.619  0.2438
H8 3.480 1.103 4.060  0.2453
C4 6.133 0.588 -2.388  -0.7611
C5 5.285 -0.092 -3.485  0.7134
O2 5.425 0.141 -4.649  -0.3965
N2 4.257 -1.032 -2.842  -0.5965
H9 4.822 -1.685 -2.318  0.4429
H10 3.556 -0.620 -2.242  0.4706
C6 3.477 -1.727 -4.035  -0.4173
H11 6.851 1.263 -2.854  0.2847
H12 6.605 -0.153 -1.743  0.2452
H13 5.660 1.306 -1.718  0.2677
H14 2.962 -2.524 -3.499  0.2270
H15 4.124 -2.192 -4.779  0.2596
H16 2.814 -1.061 -4.588  0.2575
C7 -4.558 -0.280 -3.707  -0.7503
C8 -4.908 0.485 -2.444  0.6944
O3 -5.675 0.057 -1.639  -0.4243
N3 -4.184 1.752 -2.182  -0.5740
H17 -3.962 1.733 -1.197  0.4506
H18 -3.248 1.648 -2.545  0.4427
C9 -4.847 3.041 -2.686  -0.3956
H19 -5.000 0.177 -4.593  0.2789
H20 -4.684 -1.351 -3.555  0.2827
H21 -3.495 -0.273 -3.947  0.2433
H22 -4.091 3.767 -2.387  0.2448
H23 -5.737 3.263 -2.097  0.2597
H24 -5.027 2.863 -3.746  0.2464
C10 -2.049 -4.356 0.477  -0.7803
C11 -3.094 -4.132 1.551  0.7159
O4 -4.267 -4.386 1.432  -0.4042
N4 -2.609 -3.457 2.892  -0.5952
H25 -1.789 -2.872 2.815  0.4400
H26 -3.307 -2.782 3.170  0.4456
C12 -2.433 -4.639 3.940  -0.4190
H27 -2.377 -4.991 -0.346  0.2912
H28 -1.209 -4.996 0.747  0.2704
H29 -1.745 -3.446 -0.041  0.2751
H30 -1.602 -5.221 3.540  0.2307
H31 -3.303 -5.295 3.947  0.2651
H32 -2.078 -4.382 4.938  0.2644